Density functional theory data (the ωB97M-V functional and the def2-TZVPD basis) for the ion C3H5N2O3 with charge -1.

Structure (XYZ):
```
13
Properties=species:S:1:pos:R:3
O -1.48 -0.91 -0.78
C -0.50 -0.23 -0.46
N 0.30 0.23 -1.45
C 1.36 1.22 -1.28
O 1.29 1.88 -0.23
O 2.12 1.28 -2.25
C -0.17 -0.06 0.98
N -0.68 -1.18 1.83
H 0.11 -0.06 -2.40
H 0.83 0.06 1.36
H -0.80 0.79 1.25
H -0.74 -2.05 1.34
H -1.63 -0.99 2.09
```

largest force on an atom: 2.39 eV/Å
ΔE to the lowest compared entry with this formula, charge and spin: 42.5 kJ/mol
energy: -452.651075 hartree
charge: -1
HOMO-LUMO gap: 8.73 eV

Density functional theory data (the ωB97M-V functional and the def2-TZVPD basis) for an isolated molecule of C3H5N2P.

Structure (XYZ):
```
11
Properties=species:S:1:pos:R:3
C -1.21 -1.37 -1.54
C 0.13 0.68 -0.59
C 0.87 0.08 1.65
N -1.61 -2.36 -1.14
N 0.39 -0.18 0.30
P -0.38 0.10 -2.20
H -1.55 0.82 -2.12
H 0.41 1.86 -0.57
H 0.79 -0.92 2.12
H 1.85 0.47 1.70
H 0.31 0.82 2.40
```

largest force on an atom: 3.31 eV/Å
ΔE to the lowest compared entry with this formula, charge and spin: 169.1 kJ/mol
energy: -568.092010 hartree
charge: 0
HOMO-LUMO gap: 10.28 eV

Density functional theory data (the ωB97M-V functional and the def2-TZVPD basis) for an isolated molecule of C3H5N2P.

Structure (XYZ):
```
11
Properties=species:S:1:pos:R:3
C -1.40 0.43 0.96
C -2.02 0.64 -0.26
C 2.29 -0.53 -0.34
N -0.22 -0.23 0.92
N -1.45 0.34 -1.32
P 0.18 -0.63 -0.62
H -1.89 0.55 1.95
H -3.03 0.98 -0.39
H 2.13 -0.63 0.66
H 2.78 -1.32 -0.78
H 2.63 0.40 -0.78
```

largest force on an atom: 4.77 eV/Å
ΔE to the lowest compared entry with this formula, charge and spin: 218.4 kJ/mol
energy: -568.073215 hartree
charge: 0
HOMO-LUMO gap: 7.61 eV

Density functional theory data (the ωB97M-V functional and the def2-TZVPD basis) for a cluster of 2 separate species, C3H5N2S in total.

Structure (XYZ):
```
11
Properties=species:S:1:pos:R:3
C -2.50 -0.02 -1.79
C -1.32 -0.38 -1.58
C 1.66 0.04 1.56
N 2.03 -0.58 2.53
N 1.38 0.82 0.65
S -0.01 -1.23 -1.21
H -3.17 0.03 -0.93
H 1.97 -1.32 3.10
H -2.74 0.60 -2.60
H 2.10 1.49 0.40
H 0.62 0.55 -0.12
```

largest force on an atom: 8.47 eV/Å
ΔE to the lowest compared entry with this formula, charge and spin: 299.7 kJ/mol
energy: -624.634051 hartree
charge: +1
HOMO-LUMO gap: 8.22 eV

Density functional theory data (the ωB97M-V functional and the def2-TZVPD basis) for a cluster of 2 separate species, C3H5N3 in total.

Structure (XYZ):
```
11
Properties=species:S:1:pos:R:3
N -1.73 -0.18 0.55
C -0.81 -1.06 0.10
C 0.01 -1.88 -0.23
C 2.12 0.64 0.45
N 1.17 1.19 0.01
N 0.16 1.87 -0.26
H -2.67 -0.55 0.55
H -1.64 0.75 0.16
H 0.65 -2.64 -0.61
H 2.47 -0.38 0.49
H 0.26 2.25 -1.20
```

largest force on an atom: 0.72 eV/Å
ΔE to the lowest compared entry with this formula, charge and spin: 507.3 kJ/mol
energy: -281.396817 hartree
charge: 0
HOMO-LUMO gap: 9.72 eV

Density functional theory data (the ωB97M-V functional and the def2-TZVPD basis) for an isolated molecule of C3H5N3.

Structure (XYZ):
```
11
Properties=species:S:1:pos:R:3
C 1.61 -0.45 0.15
N 0.43 0.33 0.47
C -0.83 0.32 -0.04
N -1.38 1.48 0.05
C -1.50 -0.87 -0.55
N -2.15 -1.72 -0.98
H 1.35 -1.49 -0.10
H 2.18 -0.03 -0.69
H 2.27 -0.49 1.02
H 0.39 1.35 0.69
H -2.38 1.54 -0.01
```

largest force on an atom: 1.93 eV/Å
ΔE to the lowest compared entry with this formula, charge and spin: 145.2 kJ/mol
energy: -281.534742 hartree
charge: 0
HOMO-LUMO gap: 9.99 eV

Density functional theory data (the ωB97M-V functional and the def2-TZVPD basis) for an isolated molecule of C3H5N3.

Structure (XYZ):
```
11
Properties=species:S:1:pos:R:3
N 2.25 -0.39 0.51
C 1.04 -0.29 -0.08
C -0.17 0.41 -0.42
N -2.52 0.52 -0.41
C -1.48 0.27 0.27
N 0.30 -1.00 -0.81
H 2.76 -1.21 0.22
H 2.81 0.45 0.56
H -0.15 1.19 -1.20
H -3.36 0.23 0.09
H -1.48 -0.18 1.27
```

largest force on an atom: 0.53 eV/Å
ΔE to the lowest compared entry with this formula, charge and spin: 228.9 kJ/mol
energy: -281.502856 hartree
charge: 0
HOMO-LUMO gap: 10.28 eV

Density functional theory data (the ωB97M-V functional and the def2-TZVPD basis) for a structure of composition C3H5N3.

Structure (XYZ):
```
11
Properties=species:S:1:pos:R:3
C -0.72 0.54 -0.31
N 0.84 -0.70 0.69
C 0.63 -0.11 -0.54
C -0.87 0.09 1.14
N 0.24 -0.04 1.81
N 1.38 -0.30 -1.54
H 1.51 -1.44 0.88
H 1.03 0.11 -2.40
H -0.71 1.63 -0.40
H -1.48 0.14 -0.98
H -1.83 0.07 1.64
```

largest force on an atom: 4.53 eV/Å
ΔE to the lowest compared entry with this formula, charge and spin: 324.2 kJ/mol
energy: -281.466581 hartree
charge: 0
HOMO-LUMO gap: 8.54 eV

Density functional theory data (the ωB97M-V functional and the def2-TZVPD basis) for a cluster of 2 separate species, C3H5N3 in total.

Structure (XYZ):
```
11
Properties=species:S:1:pos:R:3
C 0.74 0.52 -1.66
N -0.46 0.57 -0.85
C -0.96 -0.30 -0.17
N -1.51 -1.06 0.63
C 0.45 0.09 2.51
N 1.31 0.63 1.97
H 0.79 1.43 -2.26
H 1.63 0.47 -1.02
H 0.73 -0.34 -2.33
H -2.23 -1.66 0.24
H -0.37 -0.42 2.97
```

largest force on an atom: 1.16 eV/Å
ΔE to the lowest compared entry with this formula, charge and spin: 164.2 kJ/mol
energy: -281.527509 hartree
charge: 0
HOMO-LUMO gap: 10.92 eV

Density functional theory data (the ωB97M-V functional and the def2-TZVPD basis) for an isolated molecule of C3H5N3.

Structure (XYZ):
```
11
Properties=species:S:1:pos:R:3
C 0.51 0.26 -1.61
N -0.04 -0.22 -0.30
C 0.50 -0.35 1.02
C -0.60 -0.19 1.84
N -1.71 0.04 1.02
N -1.35 0.02 -0.21
H 0.41 1.36 -1.66
H 1.55 -0.01 -1.71
H -0.04 -0.13 -2.48
H 1.56 -0.58 1.18
H -0.79 -0.19 2.92
```

largest force on an atom: 1.60 eV/Å
ΔE to the lowest compared entry with this formula, charge and spin: 159.7 kJ/mol
energy: -281.529215 hartree
charge: 0
HOMO-LUMO gap: 10.77 eV

Density functional theory data (the ωB97M-V functional and the def2-TZVPD basis) for an isolated molecule of C3H5N3.

Structure (XYZ):
```
11
Properties=species:S:1:pos:R:3
N 0.29 1.90 0.13
C 0.09 0.52 0.09
C -0.45 -0.40 1.06
C -0.49 -1.58 0.22
N 0.04 -1.47 -0.98
N 0.36 -0.15 -1.03
H 0.01 2.28 1.03
H -0.18 2.42 -0.61
H 0.38 -1.18 1.37
H -0.90 -2.51 0.57
H 0.84 0.19 -1.85
```

largest force on an atom: 2.05 eV/Å
ΔE to the lowest compared entry with this formula, charge and spin: 330.1 kJ/mol
energy: -281.464308 hartree
charge: 0
HOMO-LUMO gap: 9.17 eV

Density functional theory data (the ωB97M-V functional and the def2-TZVPD basis) for an isolated molecule of C3H5N3.

Structure (XYZ):
```
11
Properties=species:S:1:pos:R:3
C -1.33 -0.16 1.28
N -0.51 0.39 0.26
C 0.44 0.16 -0.52
N 1.32 -0.88 -0.77
C 0.58 1.29 -1.45
N 0.53 2.25 -2.10
H -2.08 0.61 1.46
H -1.84 -1.07 0.97
H -0.80 -0.33 2.23
H 1.45 -1.58 -0.06
H 2.15 -0.63 -1.29
```

largest force on an atom: 1.24 eV/Å
ΔE to the lowest compared entry with this formula, charge and spin: 151.5 kJ/mol
energy: -281.532341 hartree
charge: 0
HOMO-LUMO gap: 9.94 eV

Density functional theory data (the ωB97M-V functional and the def2-TZVPD basis) for an isolated molecule of C3H5N3.

Structure (XYZ):
```
11
Properties=species:S:1:pos:R:3
C -1.49 -0.09 0.05
C 0.00 0.07 0.04
C 0.87 1.11 -0.04
N 2.16 0.62 0.06
N 2.12 -0.66 0.12
N 0.79 -1.03 0.15
H -1.98 0.77 -0.39
H -1.84 -0.99 -0.48
H -1.83 -0.18 1.09
H 0.66 2.16 -0.16
H 0.51 -1.77 -0.46
```

largest force on an atom: 1.22 eV/Å
ΔE to the lowest compared entry with this formula, charge and spin: 131.6 kJ/mol
energy: -281.539943 hartree
charge: 0
HOMO-LUMO gap: 10.46 eV

Density functional theory data (the ωB97M-V functional and the def2-TZVPD basis) for an isolated molecule of C3H5N3.

Structure (XYZ):
```
11
Properties=species:S:1:pos:R:3
C 1.20 0.02 0.37
C 0.64 -0.58 -0.88
C -0.87 0.71 0.62
H 2.14 0.52 0.19
H 1.32 -0.87 1.11
H 1.40 -1.23 -1.48
H -2.46 -0.20 -0.56
H -1.73 1.10 1.29
N -0.59 -0.40 -1.29
N -1.32 0.10 -0.47
N 0.29 0.83 1.10
```

largest force on an atom: 11.69 eV/Å
ΔE to the lowest compared entry with this formula, charge and spin: 353.4 kJ/mol
energy: -281.455445 hartree
charge: 0
HOMO-LUMO gap: 8.73 eV

Density functional theory data (the ωB97M-V functional and the def2-TZVPD basis) for an isolated molecule of C3H5N3.

Structure (XYZ):
```
11
Properties=species:S:1:pos:R:3
N -1.40 1.57 -0.02
C -0.48 0.69 0.02
C -0.64 -0.82 0.08
N 0.66 -1.44 -0.15
C 1.47 -0.47 -0.22
N 0.91 0.83 -0.10
H -2.31 1.09 -0.02
H -1.01 -1.08 1.08
H -1.35 -1.15 -0.69
H 2.56 -0.60 -0.33
H 1.60 1.38 0.36
```

largest force on an atom: 1.75 eV/Å
ΔE to the lowest compared entry with this formula, charge and spin: 81.7 kJ/mol
energy: -281.558935 hartree
charge: 0
HOMO-LUMO gap: 10.18 eV

Density functional theory data (the ωB97M-V functional and the def2-TZVPD basis) for an isolated molecule of C3H5N3.

Structure (XYZ):
```
11
Properties=species:S:1:pos:R:3
N -1.85 0.90 -0.26
C 0.23 -0.20 -0.02
N 1.60 -0.06 -0.14
C -0.59 1.00 -0.11
C -0.31 -1.38 0.69
N -0.86 -1.62 -0.40
H -2.31 1.80 -0.39
H 2.16 -0.83 0.18
H 1.94 0.43 -0.96
H -0.04 1.94 -0.08
H 0.04 -1.98 1.51
```

largest force on an atom: 2.68 eV/Å
ΔE to the lowest compared entry with this formula, charge and spin: 326.1 kJ/mol
energy: -281.465833 hartree
charge: 0
HOMO-LUMO gap: 9.07 eV

Density functional theory data (the ωB97M-V functional and the def2-TZVPD basis) for an isolated molecule of C3H5N3.

Structure (XYZ):
```
11
Properties=species:S:1:pos:R:3
N 1.88 -0.99 0.44
C 0.73 -0.44 0.40
N -0.05 0.07 1.41
N -1.06 0.66 0.74
C -1.08 0.62 -0.57
C 0.11 -0.17 -0.96
H 0.99 0.28 -1.48
H 2.20 -1.15 1.39
H -1.75 1.14 1.31
H -1.87 1.07 -1.15
H -0.11 -1.08 -1.53
```

largest force on an atom: 1.28 eV/Å
ΔE to the lowest compared entry with this formula, charge and spin: 224.6 kJ/mol
energy: -281.504499 hartree
charge: 0
HOMO-LUMO gap (alpha / beta): 8.26 / 8.26 eV

Density functional theory data (the ωB97M-V functional and the def2-TZVPD basis) for an isolated molecule of C3H5N3.

Structure (XYZ):
```
11
Properties=species:S:1:pos:R:3
N 0.00 -1.70 -1.22
C 0.05 -0.67 -0.47
C 0.91 0.59 -0.29
N 0.09 1.55 0.48
C -0.81 0.82 1.01
N -0.92 -0.46 0.51
H 0.75 -1.74 -1.91
H 1.59 0.60 0.57
H 1.44 0.95 -1.18
H -1.39 1.12 1.88
H -1.71 -1.07 0.62
```

largest force on an atom: 1.99 eV/Å
ΔE to the lowest compared entry with this formula, charge and spin: 99.5 kJ/mol
energy: -281.552152 hartree
charge: 0
HOMO-LUMO gap: 9.89 eV

Density functional theory data (the ωB97M-V functional and the def2-TZVPD basis) for a structure of composition C3H5N3.

Structure (XYZ):
```
11
Properties=species:S:1:pos:R:3
C 1.64 -0.32 0.15
N 0.34 -0.66 -0.19
C -0.73 -0.04 -0.13
N -0.99 1.15 0.36
C -1.80 -0.84 -0.57
N -2.71 -1.42 -0.93
H 2.21 -1.22 -0.11
H 1.93 0.49 -0.53
H 1.79 -0.20 1.22
H 0.23 1.56 0.58
H -1.91 1.49 0.15
```

largest force on an atom: 5.92 eV/Å
ΔE to the lowest compared entry with this formula, charge and spin: 302.9 kJ/mol
energy: -281.474687 hartree
charge: 0
HOMO-LUMO gap: 9.71 eV

Density functional theory data (the ωB97M-V functional and the def2-TZVPD basis) for an isolated molecule of C3H5N3.

Structure (XYZ):
```
11
Properties=species:S:1:pos:R:3
C -0.20 -1.01 0.06
C -0.32 1.25 0.67
C 0.83 1.08 -0.12
H -0.22 -2.55 -1.12
H -1.92 0.05 1.07
H -0.35 2.35 1.06
H 1.42 1.89 -0.26
H 1.53 -0.64 -1.32
N -0.86 -1.98 -0.56
N -0.81 -0.08 0.99
N 0.90 -0.35 -0.47
```

largest force on an atom: 6.66 eV/Å
ΔE to the lowest compared entry with this formula, charge and spin: 248.5 kJ/mol
energy: -281.495387 hartree
charge: 0
HOMO-LUMO gap: 8.61 eV